# 1
Formula: C19H28AlIO2
Source: the OMol25 dataset
Level of theory: ωB97M-V with the def2-TZVPD basis set

Calculated values
Energy above the lowest of the compared OMol25 structures with the same formula, charge and spin   377.3 kJ/mol
Calculated total energy   -38944.920 eV
Gap between HOMO and LUMO   6.13 eV
LUMO level   -0.01067 Eh

Last column: Mulliken charge in e.
Element x y z (Å)
O  0.985  -0.537  -1.296  0.07
C  1.555  0.718  -1.830  0.47
C  1.730  0.099  -3.231  -0.80
H  2.529  0.959  -1.381  0.26
H  0.782  1.480  -1.598  -0.71
C  1.360  -1.268  -2.625  1.45
H  2.769  0.129  -3.630  0.26
H  0.943  0.375  -3.936  0.31
C  2.611  -2.157  -2.661  -1.79
H  3.510  -1.528  -2.729  0.44
H  2.606  -2.767  -3.592  0.51
H  2.733  -2.810  -1.777  0.31
C  0.190  -2.055  -3.192  -1.55
H  -0.311  -1.433  -3.880  0.40
H  -0.560  -2.249  -2.386  0.20
H  0.475  -3.017  -3.619  0.41
Al  0.397  -0.354  0.924  -0.02
C  -1.045  -0.341  4.842  -0.29
C  -0.908  0.929  4.192  -0.87
C  -1.333  0.761  2.856  -0.47
H  -0.512  1.840  4.625  0.40
C  -1.624  -0.636  2.672  -0.30
C  -1.583  -1.284  3.941  -1.09
H  -1.884  -2.321  4.164  0.41
H  -0.812  -0.533  5.891  0.42
H  -1.471  1.562  2.126  0.59
H  -2.011  -1.081  1.756  0.75
C  1.897  -2.437  2.744  -0.74
C  0.659  -2.869  2.257  -1.03
C  0.452  -2.328  0.936  0.30
H  0.050  -3.637  2.677  0.60
C  1.756  -1.669  0.663  0.38
C  2.477  -1.560  1.859  -1.41
H  3.386  -0.994  1.936  0.57
H  2.373  -2.740  3.658  0.49
H  -0.297  -2.633  0.209  0.74
H  2.171  -1.385  -0.265  0.55
O  -1.197  1.857  -0.654  -0.07
C  -2.463  1.613  -1.210  -0.42
C  -3.180  2.960  -1.258  -0.66
H  -2.988  0.935  -0.490  0.20
H  -2.267  1.082  -2.178  0.24
C  -2.127  4.067  -1.097  -0.52
H  -3.813  2.964  -0.347  0.30
H  -3.720  3.126  -2.179  0.33
C  -0.943  3.272  -0.525  -0.45
H  -2.571  4.822  -0.408  0.26
H  -1.714  4.496  -2.042  0.30
H  -0.821  3.428  0.558  0.29
H  0.021  3.537  -1.047  0.26
I  1.739  1.611  1.582  -0.26

Cartesian forces (eV/Å) of the 3 atoms listed first:
O -0.377 0.708 -2.558
C -0.499 -0.195 -0.086
C -0.581 0.081 0.143

---

# 2
Formula: C19H28BBr2ClF12INO2S
Source: the OMol25 dataset
Level of theory: ωB97M-V with the def2-TZVPD basis set

Calculated values
SMILES   CN(C)B(O)[C@@H]1O[C@@](I)(CCCCC(F)(F)C(F)(F)S(F)(F)(F)(F)F)C[C@@]1(CCCCl)CC[C@](F)(Br)C(F)(F)Br
Calculated total energy   -230571.986 eV
Gap between HOMO and LUMO   8.99 eV
LUMO level   0.00546 Eh

Last column: Mulliken charge in e.
Element x y z (Å)
C  0.805  -4.303  1.315  -1.20
N  1.093  -3.143  0.469  0.08
C  2.059  -3.507  -0.567  -1.17
B  -0.133  -2.599  -0.112  0.88
O  -0.963  -3.422  -0.864  -0.60
C  -0.468  -1.027  0.085  -1.05
O  0.299  -0.518  1.195  0.08
C  -0.481  -0.181  2.269  0.19
I  -0.187  -1.645  3.920  -0.05
C  -0.075  1.212  2.854  -1.26
C  0.909  2.032  2.004  -0.51
C  2.363  1.575  2.169  -0.79
C  3.261  2.019  0.997  -1.02
C  4.301  0.983  0.644  0.74
F  5.101  0.767  1.735  -0.37
F  3.748  -0.212  0.324  -0.14
C  5.321  1.422  -0.475  0.42
F  5.555  2.736  -0.306  -0.28
F  6.472  0.759  -0.322  -0.27
S  4.797  1.142  -2.294  1.37
F  3.253  1.176  -1.885  -0.30
F  4.725  2.694  -2.610  -0.31
F  6.313  1.120  -2.759  -0.31
F  4.838  -0.422  -2.021  -0.29
F  4.358  0.835  -3.781  -0.30
C  -1.946  -0.279  1.828  -1.94
C  -1.927  -0.502  0.302  3.19
C  -3.049  -1.475  -0.091  -2.18
C  -3.576  -1.413  -1.534  -0.87
C  -2.534  -1.599  -2.637  0.10
Cl  -2.796  -0.479  -4.022  -0.21
C  -2.069  0.862  -0.412  -0.60
C  -3.341  1.638  -0.044  -1.69
C  -3.810  2.586  -1.128  0.20
F  -4.001  1.922  -2.305  -0.24
Br  -2.465  3.967  -1.422  -0.06
C  -5.145  3.274  -0.739  0.67
F  -6.001  2.324  -0.287  -0.22
F  -4.951  4.146  0.271  -0.22
Br  -5.981  4.184  -2.225  -0.10
H  0.531  -5.195  0.734  0.33
H  -0.016  -4.089  1.999  0.32
H  1.684  -4.535  1.918  0.32
H  2.467  -2.617  -1.038  0.25
H  2.895  -4.036  -0.105  0.35
H  1.648  -4.182  -1.333  0.31
H  -0.609  -3.687  -1.716  0.28
H  -0.022  -0.529  -0.788  0.21
H  0.357  1.094  3.845  0.63
H  -0.986  1.799  2.983  0.36
H  0.615  2.014  0.955  0.04
H  0.818  3.070  2.335  0.57
H  2.402  0.497  2.309  0.45
H  2.754  2.018  3.087  0.33
H  3.804  2.921  1.278  0.50
H  2.658  2.249  0.123  0.48
H  -2.504  -1.076  2.314  0.54
H  -2.452  0.640  2.119  0.37
H  -3.909  -1.251  0.549  0.61
H  -2.764  -2.497  0.145  0.73
H  -4.306  -2.220  -1.626  0.60
H  -4.125  -0.490  -1.714  0.33
H  -1.527  -1.397  -2.301  -0.29
H  -2.589  -2.591  -3.073  0.38
H  -1.216  1.467  -0.094  0.10
H  -1.978  0.754  -1.494  0.32
H  -4.160  0.968  0.218  0.59
H  -3.147  2.255  0.834  0.63

Cartesian forces (eV/Å) of the 3 atoms listed first:
C -0.090 -0.066 -0.038
N 0.003 -0.135 -0.191
C 0.162 0.015 0.291

---

# 3
Formula: C19H28BCuN7Si
Source: the OMol25 dataset
Level of theory: ωB97M-V with the def2-TZVPD basis set

Calculated values
Energy above the lowest of the compared OMol25 structures with the same formula, charge and spin   0.0 kJ/mol
⟨S²⟩   0.77
Calculated total energy   -83784.392 eV
Gap between HOMO and LUMO (alpha / beta)   8.63 / 6.28 eV
LUMO level (alpha / beta)   0.02737 / -0.05173 Eh
2S+1   2

Last column: Mulliken charge in e.
Element x y z (Å)
H  -2.838  0.223  -1.572  0.43
N  -0.856  0.808  -1.925  -0.06
B  1.271  1.911  -2.693  0.34
N  -0.267  1.784  -2.715  0.27
C  -1.218  2.488  -3.353  -0.18
Cu  0.018  0.115  -0.328  -0.97
H  -0.944  3.319  -3.987  0.46
C  -2.462  1.946  -2.999  -1.11
H  -3.425  2.293  -3.315  0.42
C  -2.185  0.903  -2.110  -0.09
H  1.654  2.743  -3.445  -0.14
C  2.560  -3.405  0.472  -0.85
H  2.505  -3.993  1.398  0.30
H  2.375  -2.322  0.671  0.06
H  3.578  -3.534  0.080  0.35
N  1.814  0.510  -3.083  0.27
N  1.839  2.148  -1.277  0.21
N  1.526  -0.636  -2.375  -0.18
N  1.591  1.305  -0.206  0.20
C  2.611  0.245  -4.128  -0.14
C  2.665  3.129  -0.899  -0.14
H  2.942  1.066  -4.754  0.41
H  2.919  3.889  -1.620  0.45
C  2.827  -1.126  -4.157  -1.02
C  2.996  2.933  0.433  -1.23
C  2.141  -1.631  -3.029  -0.27
C  2.310  1.773  0.837  -0.21
H  3.382  -1.656  -4.902  0.41
H  3.620  3.572  1.013  0.41
H  2.051  -2.650  -2.682  0.41
H  2.289  1.273  1.790  0.49
H  1.831  -3.795  -0.257  0.13
C  -1.577  -3.257  0.040  -0.91
Si  -1.669  -2.136  1.527  -0.07
C  -3.502  -1.899  1.858  -1.03
C  -0.828  -2.976  2.968  -1.03
N  -0.953  -0.524  1.212  0.74
C  -1.234  0.554  2.009  0.94
C  -1.136  1.870  1.474  -0.14
C  -1.126  2.979  2.297  -0.56
C  -1.318  2.843  3.679  -0.65
C  -1.459  1.556  4.220  -0.75
C  -1.456  0.425  3.417  -0.26
H  -2.233  -4.118  0.241  0.37
H  -0.577  -3.646  -0.171  0.14
H  -1.938  -2.777  -0.873  0.26
H  -3.989  -2.866  2.050  0.36
H  -3.731  -1.238  2.704  0.38
H  -3.982  -1.454  0.975  0.28
H  0.255  -3.091  2.832  0.26
H  -0.971  -2.455  3.922  0.40
H  -1.257  -3.984  3.084  0.34
H  -1.009  1.996  0.383  0.23
H  -0.986  3.942  1.804  0.40
H  -1.298  3.730  4.310  0.36
H  -1.583  1.455  5.287  0.39
H  -1.562  -0.560  3.872  0.09

Cartesian forces (eV/Å) of the 3 atoms listed first:
H 0.058 0.236 -0.163
N -0.544 1.286 -1.085
B 0.158 -1.497 0.315

---

# 4
Formula: C19H28Cl2N4O2S
Source: the OMol25 dataset
Level of theory: ωB97M-V with the def2-TZVPD basis set

Calculated values
Energy above the lowest of the compared OMol25 structures with the same formula, charge and spin   0.0 kJ/mol
SMILES   CCOC(=O)N1CCC(N(CCN(C)C)C(=S)Nc2cc(Cl)cc(Cl)c2)CC1
Calculated total energy   -66094.419 eV
Gap between HOMO and LUMO   8.57 eV
LUMO level   0.01722 Eh

Last column: Mulliken charge in e.
Element x y z (Å)
C  -6.279  -5.107  -3.439  -1.12
C  -5.134  -5.204  -2.441  -0.29
O  -4.309  -4.041  -2.472  -0.38
C  -4.767  -2.977  -1.771  0.82
O  -5.758  -3.001  -1.077  -0.66
N  -3.999  -1.877  -1.952  0.16
C  -2.721  -1.875  -2.626  -1.01
C  -1.589  -1.747  -1.605  -0.34
C  -1.807  -0.488  -0.756  -1.35
N  -0.719  -0.265  0.185  0.34
C  -0.616  -1.125  1.348  -1.08
C  -1.135  -0.513  2.663  -0.83
N  -0.397  0.696  3.029  0.16
C  -1.134  1.905  2.696  -1.12
C  0.026  0.703  4.418  -1.29
C  0.338  0.507  -0.200  0.54
S  0.448  1.140  -1.724  -0.38
N  1.242  0.757  0.790  0.36
C  2.491  1.345  0.722  1.15
C  3.001  1.876  1.911  -1.00
C  4.259  2.442  1.929  0.28
Cl  4.866  3.098  3.407  -0.24
C  5.047  2.496  0.790  -0.71
C  4.534  1.949  -0.376  0.07
Cl  5.499  1.978  -1.803  -0.22
C  3.278  1.373  -0.428  -0.84
C  -3.178  -0.539  -0.081  -0.23
C  -4.254  -0.697  -1.158  -1.43
H  -5.893  -4.929  -4.440  0.29
H  -6.846  -6.034  -3.435  0.38
H  -6.938  -4.288  -3.162  0.31
H  -4.462  -6.029  -2.689  0.32
H  -5.528  -5.334  -1.428  0.33
H  -2.620  -2.792  -3.203  0.50
H  -2.693  -1.018  -3.308  0.31
H  -0.634  -1.670  -2.124  0.40
H  -1.572  -2.637  -0.973  0.21
H  -1.792  0.374  -1.432  0.49
H  -1.187  -2.034  1.152  0.53
H  0.431  -1.414  1.484  0.59
H  -2.208  -0.304  2.582  0.40
H  -1.004  -1.270  3.440  0.43
H  -0.499  2.772  2.876  0.34
H  -1.400  1.888  1.641  0.30
H  -2.050  2.012  3.292  0.40
H  0.666  -0.158  4.605  0.42
H  0.600  1.609  4.610  0.36
H  -0.819  0.678  5.119  0.32
H  0.849  0.699  1.744  -0.06
H  2.410  1.842  2.813  0.61
H  6.027  2.943  0.811  0.44
H  2.915  0.957  -1.352  0.45
H  -3.358  0.379  0.480  0.34
H  -3.248  -1.389  0.601  0.30
H  -5.241  -0.806  -0.705  0.53
H  -4.253  0.176  -1.819  0.38

Cartesian forces (eV/Å) of the 3 atoms listed first:
C 0.337 0.150 0.218
C -0.423 -0.335 0.095
O 0.174 0.293 -0.013

---

# 5
Formula: C19H28CrI2N3O
Source: the OMol25 dataset
Level of theory: ωB97M-V with the def2-TZVPD basis set

Calculated values
Energy above the lowest of the compared OMol25 structures with the same formula, charge and spin   0.0 kJ/mol
⟨S²⟩   4.11
Calculated total energy   -71296.784 eV
Gap between HOMO and LUMO (alpha / beta)   3.74 / 4.17 eV
LUMO level (alpha / beta)   0.17299 / 0.17143 Eh
2S+1   4
Net charge   -2

Last column: Mulliken charge in e.
Element x y z (Å)
C  -2.022  -0.581  -3.089  -1.42
I  -2.531  -1.440  1.271  -0.59
H  -2.205  -1.611  -2.767  0.28
H  -1.757  -0.516  -4.162  0.23
H  -2.985  -0.050  -2.934  0.37
C  2.372  -1.029  -2.162  -0.46
C  0.181  -0.677  -1.579  0.07
N  1.431  -0.091  -1.866  0.39
H  2.149  -3.226  -2.348  0.38
I  0.592  -1.705  2.563  -0.58
N  0.454  -2.038  -1.818  0.35
H  3.393  -0.795  -2.435  0.34
Cr  -0.358  -0.544  0.522  0.31
C  -1.088  0.043  -2.146  0.72
O  -1.255  1.191  -1.695  -0.56
C  1.762  -2.240  -2.134  -0.64
C  -0.484  -3.144  -1.763  -0.82
H  -0.632  -3.460  -0.720  0.19
H  -0.059  -3.956  -2.369  0.33
H  -1.433  -2.844  -2.208  0.28
C  1.773  1.305  -1.833  -0.73
H  2.748  1.422  -2.318  0.38
H  1.856  1.647  -0.798  0.46
H  1.041  1.911  -2.356  0.25
C  -3.428  1.543  2.429  -1.87
C  -2.487  2.294  1.465  1.80
C  -3.238  3.474  0.823  -1.73
C  -1.177  2.714  2.115  0.58
C  -1.151  3.654  3.128  0.06
C  0.060  4.057  3.711  -1.30
C  1.280  3.493  3.304  -0.10
C  1.329  2.566  2.285  0.37
C  2.649  1.937  1.812  1.32
C  3.787  2.951  1.654  -1.87
C  3.088  0.803  2.728  -0.46
C  0.081  2.122  1.700  -0.72
N  0.121  1.148  0.820  -0.26
H  -4.066  2.258  2.981  0.43
H  -2.853  0.925  3.136  0.33
H  -4.067  0.877  1.826  0.41
H  -2.190  1.611  0.649  -0.63
H  -3.577  4.188  1.596  0.29
H  -2.571  3.996  0.118  0.37
H  -4.123  3.104  0.281  0.45
H  -2.094  4.084  3.478  0.26
H  0.062  4.828  4.484  0.27
H  2.220  3.759  3.795  0.22
H  2.435  1.491  0.826  -1.00
H  4.061  3.369  2.633  0.30
H  4.648  2.413  1.235  0.46
H  3.492  3.755  0.966  0.40
H  2.309  0.014  2.721  -0.49
H  4.016  0.357  2.342  0.33
H  3.216  1.136  3.772  0.25

Cartesian forces (eV/Å) of the 3 atoms listed first:
C -2.126 -0.254 0.008
I -2.678 -1.322 -0.532
H -0.094 0.351 -0.617

---

# 6
Formula: C19H28F6IrNOSbSe5SiTe
Source: the OMol25 dataset
Level of theory: ωB97M-V with the def2-TZVPD basis set

Calculated values
Energy above the lowest of the compared OMol25 structures with the same formula, charge and spin   0.0 kJ/mol
Calculated total energy   -391275.856 eV
Gap between HOMO and LUMO (alpha / beta)   2.98 / 2.93 eV
LUMO level (alpha / beta)   -0.24673 / -0.24687 Eh
Net charge   +1

Last column: Mulliken charge in e.
Element x y z (Å)
Ir  -0.208  0.586  0.762  2.09
C  1.859  4.231  -2.076  -1.46
Si  0.936  3.524  -0.601  -0.07
C  2.313  3.419  0.680  -0.44
C  -0.520  4.603  -0.194  -0.84
N  0.375  1.805  -0.772  0.24
C  0.077  1.280  -2.005  0.59
C  -0.027  2.065  -3.186  -0.65
C  -0.168  1.496  -4.425  -1.12
C  -0.266  0.110  -4.550  -0.83
C  -0.260  -0.686  -3.419  -0.64
C  -0.121  -0.109  -2.176  0.39
O  -0.201  -0.841  -1.006  0.15
C  -0.147  -2.242  -1.111  -0.78
C  -1.261  -2.989  -0.809  0.00
C  -1.165  -4.378  -0.841  -0.76
C  0.037  -4.990  -1.167  -0.65
C  1.147  -4.214  -1.484  -0.63
C  1.057  -2.832  -1.460  -0.09
H  2.579  4.961  -1.692  0.44
H  1.223  4.759  -2.790  0.41
H  2.421  3.465  -2.620  0.42
H  2.160  4.150  1.481  0.24
H  3.260  3.684  0.201  0.31
H  2.434  2.422  1.103  -0.33
H  -0.227  5.658  -0.231  0.45
H  -0.942  4.410  0.790  0.26
H  -1.325  4.449  -0.918  0.28
H  -0.016  3.140  -3.092  0.53
H  -0.217  2.125  -5.304  0.41
H  -0.379  -0.347  -5.525  0.41
H  -0.403  -1.755  -3.498  0.51
H  -2.201  -2.502  -0.582  0.49
H  -2.041  -4.972  -0.615  0.47
H  0.107  -6.071  -1.193  0.43
H  2.084  -4.688  -1.754  0.48
H  1.901  -2.208  -1.732  0.48
Se  2.310  -0.322  1.249  -0.29
Se  2.074  0.935  5.397  -0.19
Te  1.431  2.679  3.917  0.46
Se  -0.564  2.109  2.493  -0.19
C  -2.710  -0.653  3.225  -1.06
Se  -1.197  -1.320  2.223  0.19
C  -0.080  -1.613  3.804  -0.40
C  1.181  -2.419  3.563  -0.68
Se  1.637  -2.457  1.667  0.42
C  3.358  -3.328  1.817  -1.22
H  -2.485  0.324  3.645  0.33
H  -2.923  -1.372  4.013  0.45
H  -3.550  -0.579  2.544  0.24
H  -0.711  -2.127  4.527  0.44
H  0.156  -0.632  4.200  -0.10
H  1.059  -3.473  3.816  0.57
H  2.016  -2.000  4.120  0.37
H  4.009  -2.734  2.450  0.42
H  3.770  -3.392  0.815  0.36
H  3.203  -4.324  2.221  0.41
F  -2.252  1.995  -0.135  -0.52
Sb  -3.809  0.930  -0.615  2.31
F  -2.903  0.332  -2.153  -0.59
F  -2.795  -0.464  0.290  -0.33
F  -5.148  -0.345  -0.859  -0.52
F  -4.460  1.330  1.101  -0.55
F  -4.492  2.403  -1.520  -0.52

Cartesian forces (eV/Å) of the 3 atoms listed first:
Ir 2.507 -1.718 -1.143
C -0.074 -0.045 -0.146
Si 0.133 -0.703 -0.061

---

Which of these has the highest calculated total energy?
C19H28AlIO2